Entry from OMol25: a single C2H2Cl2S molecule (ωB97M-V with the def2-TZVPD basis set).

Each line ends with the Löwdin charge.
CARTESIAN COORDINATES (ANGSTROEM)
S  2.0589  1.6883  0.2681  0.716
C  1.9260  0.1006  0.4900  -1.222
Cl  3.0046  -1.1312  -0.3379  0.507
C  0.9151  -0.6652  1.3644  -0.644
Cl  -0.0501  -1.8016  0.3423  0.531
H  1.6336  -1.0606  2.0718  0.077
H  0.1361  -0.0493  1.7139  0.036

## Properties
Energy (eV): -37985.57486
Total charge: 0
Energy relative to the best compared isomer or geometry (same formula, charge and spin) (kcal per mole): 7.36
E_HOMO (hartree): -0.35495
SMILES string: S=C(Cl)CCl

=====

Entry from OMol25: 13 unconnected molecules or ions with the total composition C29H39F8N5O34 (ωB97M-V with the def2-TZVPD basis set).

Each line ends with the Löwdin charge.
CARTESIAN COORDINATES (ANGSTROEM)
C  0.9668  5.4326  -0.4925  0.084
N  0.4961  4.4591  -1.5579  -0.423
O  -0.0475  4.9393  -2.5217  0.089
O  0.6664  3.2601  -1.3729  0.036
H  1.9447  5.1596  -0.1148  0.083
H  0.1914  5.2597  0.2530  0.075
H  0.8991  6.4301  -0.9066  0.101
C  4.3512  -2.2438  -0.5045  0.074
N  3.0006  -1.8075  -0.0283  -0.413
O  2.9857  -0.8506  0.7277  0.053
O  2.0726  -2.4957  -0.3657  0.089
H  4.6123  -3.0859  0.1345  0.110
H  5.1014  -1.4736  -0.3646  0.102
H  4.2527  -2.5510  -1.5408  0.092
C  -2.1928  -4.4169  1.1635  0.047
N  -2.2331  -5.8608  1.5263  -0.427
O  -1.7714  -6.5814  0.6405  0.030
O  -2.6171  -6.1906  2.6179  0.109
H  -2.7263  -4.3069  0.2255  0.091
H  -1.1614  -4.0844  1.0993  0.080
H  -2.6781  -3.8623  1.9642  0.087
C  -0.1606  0.4584  -0.2467  0.054
N  -0.3723  -0.3683  0.9417  -0.398
O  -0.7520  -1.5147  0.7917  0.045
O  -0.1711  0.1112  2.0278  0.073
H  0.8172  0.9199  -0.1446  0.073
H  -0.8793  1.2741  -0.2403  0.089
H  -0.2558  -0.2047  -1.0983  0.091
C  -3.1406  -0.9137  3.2510  0.040
N  -3.1277  -0.7083  4.7275  -0.443
O  -3.0591  -1.6816  5.4363  0.081
O  -3.1515  0.4429  5.1102  0.046
H  -3.3269  -1.9644  3.0593  0.077
H  -2.1731  -0.6984  2.8017  0.061
H  -3.9181  -0.2467  2.8958  0.101
C  -0.4728  2.4906  4.4508  -0.025
C  0.8652  2.9101  5.0922  -0.257
O  1.3099  3.9986  4.3439  0.147
C  0.3906  4.2741  3.3795  -0.568
O  0.4106  5.2904  2.7417  0.150
O  -0.5706  3.3753  3.3202  0.088
F  1.7606  1.8515  4.9419  0.023
H  -1.2816  2.5706  5.1755  0.139
H  -0.4072  1.4503  4.1447  0.104
H  0.7983  3.0171  6.1764  0.173
C  -0.6438  1.2582  -4.2458  -0.061
C  0.0718  2.1230  -5.2927  -0.282
O  -0.7544  3.2589  -5.3451  0.127
C  -2.0126  2.9263  -4.8984  -0.556
O  -2.9804  3.6002  -5.0175  0.192
O  -1.9663  1.7309  -4.3465  0.070
F  0.0366  1.4837  -6.5129  0.048
H  -0.1857  1.4650  -3.2764  0.121
H  -0.6516  0.2281  -4.5979  0.139
H  1.1083  2.3366  -5.0433  0.169
C  4.1672  2.0451  2.5339  -0.053
C  3.1645  2.1921  1.4056  -0.274
O  3.3716  3.5229  0.9724  0.121
C  4.1412  4.1915  1.8528  -0.567
O  4.3693  5.3533  1.7944  0.185
O  4.5617  3.3734  2.8275  0.096
F  1.8908  2.0270  1.8920  0.054
H  5.0409  1.4468  2.2619  0.141
H  3.7292  1.5851  3.4182  0.131
H  3.2406  1.5036  0.5640  0.143
C  -3.9077  -0.4497  -2.3892  -0.014
C  -3.2498  -1.8040  -2.5096  -0.296
O  -3.6433  -2.5132  -1.3713  0.136
C  -4.1948  -1.6410  -0.4911  -0.557
O  -4.4321  -1.8710  0.6579  0.162
O  -4.3085  -0.4354  -1.0101  0.101
F  -1.8817  -1.7270  -2.5895  0.041
H  -4.7904  -0.4214  -3.0239  0.152
H  -3.2119  0.3672  -2.5593  0.129
H  -3.5667  -2.2845  -3.4350  0.171
C  2.0258  -2.2538  4.0052  -0.017
C  0.7171  -2.8188  3.4446  -0.297
O  -0.2833  -2.0179  3.9762  0.115
C  0.2312  -1.3152  5.0125  -0.556
O  -0.4044  -0.5569  5.6805  0.166
O  1.5347  -1.5160  5.1350  0.095
F  0.5602  -4.1186  3.8982  0.043
H  2.5015  -1.4957  3.3833  0.125
H  2.6970  -3.0694  4.2578  0.142
H  0.6845  -2.9278  2.3609  0.141
C  -3.8163  4.3786  0.6783  -0.054
C  -2.7215  3.3796  0.2337  -0.322
O  -3.0449  3.1476  -1.0947  0.120
C  -4.3787  3.4254  -1.2728  -0.537
O  -5.0316  3.0129  -2.1632  0.199
O  -4.8564  4.0845  -0.2142  0.105
F  -2.8154  2.2127  0.9413  0.059
H  -3.4560  5.4052  0.6775  0.142
H  -4.0082  4.0661  1.7063  0.146
H  -1.7590  3.8438  0.4453  0.151
C  -0.0069  -4.1231  -2.2453  -0.043
C  -0.1944  -5.6357  -2.2537  -0.250
O  1.0951  -6.1449  -2.5440  0.158
C  1.9369  -5.1370  -2.7782  -0.572
O  3.1094  -5.2581  -2.9456  0.158
O  1.2939  -3.9531  -2.8196  0.048
F  -0.9747  -5.9947  -3.3292  0.059
H  -0.0361  -3.6608  -1.2578  0.118
H  -0.7824  -3.6514  -2.8396  0.122
H  -0.5801  -6.0467  -1.3219  0.144
C  2.9062  -1.9481  -4.6684  -0.048
C  4.1090  -1.0418  -4.7964  -0.297
O  4.0742  -0.3695  -3.5526  0.131
C  2.7946  -0.3185  -3.1189  -0.560
O  2.4274  0.3477  -2.1981  0.154
O  2.0653  -1.2152  -3.7892  0.074
F  4.0286  -0.1457  -5.8085  0.089
H  3.1643  -2.9118  -4.2227  0.123
H  2.4076  -2.1743  -5.6095  0.153
H  5.0285  -1.6189  -4.8799  0.173

## Properties
Energy (eV): -129499.57780
Total charge: 0
Energy relative to the best compared isomer or geometry (same formula, charge and spin) (kcal per mole): 0.00
E_HOMO (hartree): -0.39175

=====

Entry from OMol25: a molecular structure, C20H46FNO13P2S (ωB97M-V with the def2-TZVPD basis set).

Each line ends with the Löwdin charge.
CARTESIAN COORDINATES (ANGSTROEM)
C  1.5254  3.5310  6.3738  -0.086
C  0.1020  3.1766  5.7942  -0.267
O  -0.4726  1.9515  6.2507  -0.135
C  0.2318  0.7991  5.8302  -0.120
C  -0.1763  0.1796  4.4299  -0.301
C  1.1066  -0.1374  3.5263  -0.108
C  1.9723  1.1464  3.2054  -0.125
C  1.4356  1.8659  1.8876  -0.151
F  0.9895  3.1682  2.2752  -0.105
O  -0.5962  -1.2007  4.7927  -0.191
S  -1.8564  -1.6856  3.8117  0.793
O  -1.5288  -2.3747  2.5399  -0.278
O  -2.8187  -2.5283  4.5846  -0.276
O  -2.5661  -0.1727  3.6835  -0.143
C  -1.4014  0.6893  3.5817  -0.338
N  -1.8943  2.0781  3.6502  0.094
H  1.4906  3.8430  7.4621  0.084
H  1.8794  4.4532  5.8122  0.087
H  2.3171  2.7507  6.2071  0.061
H  0.1273  3.2854  4.6644  0.093
H  -0.6016  3.9952  6.1413  0.133
H  1.3594  0.9074  5.8311  0.121
H  0.0230  -0.0008  6.6072  0.157
H  1.7397  -0.8712  4.1058  0.136
H  0.7500  -0.6898  2.6080  0.122
H  1.9167  1.9019  4.0379  0.090
H  3.0677  0.9312  3.0515  0.120
H  0.5768  1.2996  1.4223  0.109
H  2.2306  1.9503  1.0966  0.121
H  -1.0946  0.5442  2.4895  0.140
H  -2.7983  2.0501  3.1559  0.100
H  -1.2940  2.6195  3.0091  0.077
O  0.8849  3.2163  -1.7436  -0.231
P  0.1123  4.3010  -2.5018  0.747
O  -0.3501  3.2957  -3.7423  -0.249
C  -1.1532  2.1601  -3.4242  -0.290
C  -2.6163  2.5373  -3.2678  -0.080
O  1.4602  5.0039  -3.1745  -0.243
C  2.7125  4.9567  -2.4893  -0.291
C  3.5619  3.8084  -3.0091  -0.076
O  -0.8076  5.5575  -3.1817  -0.260
C  -0.7402  5.8779  -4.5749  -0.276
C  -1.8789  5.2656  -5.3680  -0.079
H  -0.7914  1.6728  -2.5160  0.098
H  -1.0407  1.4423  -4.2398  0.121
H  -2.7373  3.4073  -2.6168  0.072
H  -3.1858  1.7025  -2.8536  0.078
H  -3.0527  2.7926  -4.2347  0.067
H  2.5622  4.8875  -1.4110  0.100
H  3.2272  5.9031  -2.6728  0.116
H  2.9833  2.8920  -3.1350  0.071
H  4.3964  3.6055  -2.3347  0.076
H  3.9660  4.0569  -3.9942  0.075
H  0.2199  5.6115  -5.0174  0.113
H  -0.8221  6.9681  -4.6310  0.122
H  -1.6657  4.2252  -5.6226  0.065
H  -2.0187  5.7965  -6.3128  0.080
H  -2.8127  5.2833  -4.8028  0.079
O  1.1948  -6.0679  -3.2174  -0.229
P  0.0978  -5.2559  -2.5241  0.733
O  0.4463  -5.7266  -0.9681  -0.239
C  1.7454  -5.4439  -0.4541  -0.291
C  1.8548  -4.0057  0.0237  -0.081
O  -1.1493  -6.2859  -2.9098  -0.245
C  -1.0692  -7.1050  -4.0769  -0.294
C  -0.5806  -8.4987  -3.7179  -0.077
O  -1.0676  -4.1483  -1.9757  -0.258
C  -2.0621  -4.5084  -1.0089  -0.268
C  -1.6882  -4.0758  0.3959  -0.097
H  2.5119  -5.6505  -1.2045  0.101
H  1.9217  -6.1260  0.3807  0.121
H  1.4721  -3.3061  -0.7242  0.072
H  2.8941  -3.7533  0.2469  0.076
H  1.2713  -3.8581  0.9345  0.067
H  -0.4350  -6.6411  -4.8335  0.100
H  -2.0721  -7.1696  -4.5065  0.115
H  0.2574  -8.4743  -3.0200  0.072
H  -0.2756  -9.0463  -4.6119  0.076
H  -1.3785  -9.0599  -3.2238  0.074
H  -2.2989  -5.5724  -1.0307  0.113
H  -2.9714  -3.9769  -1.3084  0.122
H  -1.0107  -4.7953  0.8607  0.073
H  -2.5734  -4.0249  1.0325  0.078
H  -1.1903  -3.1069  0.3942  0.061

## Properties
Energy (eV): -81718.78381
Total charge: 0
E_HOMO (hartree): -0.36309

=====

Entry from OMol25: a single C4H10N2 molecule (ωB97M-V with the def2-TZVPD basis set).

Each line ends with the Löwdin charge.
CARTESIAN COORDINATES (ANGSTROEM)
C  1.0055  -0.5589  -0.1204  -0.239
C  1.7515  -1.3312  -1.2068  -0.109
C  -0.4653  -0.5851  -0.3322  -0.439
N  -1.3454  -1.0264  -1.0455  0.062
H  1.3387  0.4841  -0.0945  0.103
H  1.2214  -0.9754  0.8699  0.110
H  2.8264  -1.3050  -1.0225  0.068
H  1.5538  -0.8998  -2.1881  0.075
H  1.4270  -2.3709  -1.2318  0.074
C  -1.1530  1.8087  0.9119  -0.120
N  -1.3665  0.3572  0.8729  -0.073
H  -1.4049  -0.0436  1.8095  0.112
H  -2.0996  -0.0961  0.0536  0.142
H  -1.1157  2.1734  -0.1145  0.084
H  -1.9655  2.3183  1.4345  0.073
H  -0.2084  2.0507  1.4041  0.076

## Properties
Energy (eV): -7287.75194
Total charge: 0
Energy relative to the best compared isomer or geometry (same formula, charge and spin) (kcal per mole): 66.13
E_HOMO (hartree): -0.29657

=====

Number 1: gap between HOMO and LUMO 8.71 eV, LUMO energy -0.95 eV. Number 2: gap between HOMO and LUMO 9.67 eV, LUMO energy -0.99 eV. Number 3: gap between HOMO and LUMO 7.91 eV, LUMO energy -1.97 eV. Number 4: gap between HOMO and LUMO 8.88 eV, LUMO energy 0.81 eV.